Entry from the Open Molecules 2025 dataset: a structure of composition C26H26BrFeN3O6Si (ωB97M-V/def2-TZVPD).

Each line ends with the Mulliken spin population.
CARTESIAN COORDINATES (ANGSTROEM)
Fe1 0.72649 -1.44523 -0.04939  0.87
O1 -4.01301 0.36483 -2.09402  0.00
C1 -4.04217 -0.98074 -2.31980  0.00
C2 -5.08959 -1.49765 -3.07224  0.00
C3 -5.14825 -2.85975 -3.32706  0.00
C4 -4.17202 -3.71068 -2.82703  0.00
C5 -3.12463 -3.18567 -2.08107  0.00
C6 -3.04203 -1.82557 -1.82641  -0.01
C7 -1.83166 -1.26884 -1.09051  -0.04
O2 -0.98666 -2.19910 -0.63130  0.02
N1 -2.35137 -0.37018 -0.00760  0.01
N2 -1.27154 0.10425 0.71447  0.00
C8 -1.52636 0.58113 1.86317  0.00
C9 -0.49508 1.07545 2.76971  0.00
Br1 1.24092 0.48480 2.34877  0.01
C10 -0.83134 1.80893 3.83546  -0.01
C11 -0.04474 2.41055 4.91637  0.00
C12 1.31939 2.70305 4.84476  0.00
C13 1.97268 3.28198 5.92189  0.00
C14 1.28616 3.58534 7.08832  0.00
C15 -0.07321 3.31566 7.16819  0.00
C16 -0.72736 2.74276 6.09192  0.00
H1 -3.42487 0.50684 -1.32358  0.00
H2 -5.84783 -0.81939 -3.44322  0.00
H3 -5.96721 -3.25683 -3.91525  0.00
H4 -4.22112 -4.77415 -3.02404  0.00
H5 -2.33046 -3.80599 -1.68477  0.00
H6 -1.35747 -0.53359 -1.77327  0.01
H7 -2.96967 -0.91411 0.59469  0.00
H8 -2.55411 0.64124 2.23232  0.00
H9 -1.90278 1.96935 3.93373  0.00
H10 1.87038 2.49232 3.94181  0.00
H11 3.03020 3.50022 5.84377  0.00
H12 1.80430 4.03452 7.92591  0.00
H13 -0.62471 3.55405 8.06886  0.00
H14 -1.78980 2.53786 6.15715  0.00
O3 3.25572 -3.87847 1.82858  0.00
C17 2.61377 -3.03144 1.21012  -0.01
O4 1.35959 -3.01832 0.96130  -0.01
C18 3.33342 -1.81870 0.64799  0.06
C19 4.66730 -1.56286 0.82859  -0.01
C20 5.24034 -0.40119 0.29108  0.03
C21 4.42384 0.44707 -0.42159  -0.01
C22 3.07279 0.13598 -0.58435  0.06
N3 2.50951 -0.97399 -0.04410  0.01
C23 2.21516 0.98161 -1.41847  0.00
O5 2.49840 2.08800 -1.81725  0.01
O6 1.06244 0.35523 -1.79405  0.00
H15 5.23494 -2.28732 1.39776  0.00
H16 6.29054 -0.18172 0.42905  0.00
H17 4.78792 1.35954 -0.87483  0.00
C24 2.10740 0.64833 -4.47740  0.00
Si1 0.59609 0.31088 -3.43391  0.00
C25 -0.00329 -1.42208 -3.78275  0.01
C26 -0.70938 1.60722 -3.71546  0.00
H18 1.84747 0.52631 -5.53224  0.00
H19 2.90055 -0.06843 -4.24760  0.00
H20 2.49725 1.65349 -4.32255  0.00
H21 0.48494 -1.81104 -4.67963  0.00
H22 -1.08296 -1.46127 -3.94067  0.00
H23 0.22672 -2.09062 -2.94889  0.00
H24 -0.85988 1.78022 -4.78431  0.00
H25 -0.38920 2.54679 -3.25968  0.00
H26 -1.67088 1.31914 -3.28543  0.00

Atoms 1-3, force components in eV/Å:
0.15 -0.18 -0.65
0.02 0.01 0.04
0.01 -0.05 -0.01

Its charge is -1. The value obtained for the HOMO energy (alpha / beta) is -3.06 / -3.14 eV. For the LUMO energy (alpha / beta), the calculation gives 1.97 / 1.98 eV. Its spin multiplicity is 2. The value obtained for the relative energy (zero: lowest compared OMol25 entry of this formula, charge and spin) is 0.0 kcal per mole. The calculation puts the gap between HOMO and LUMO (alpha / beta) at 5.03 / 5.12 eV.